[1]
200
Properties=species:S:1:pos:R:3:mulliken_spin:R:1 method="wB97M-V/def2-TZVPD" spin_multiplicity=2 fmax_ev_per_a=4.98 energy_ev=-607564.272 lumo_ev="-1.0 / -1.0" gap_ev="2.996 / 7.083" e_homo_ev="-3.98 / -8.07"
Ca 4.516 -1.863 -1.860 1.536
C 0.136 -1.078 -0.174 0.007
F -0.277 -2.221 -0.743 -0.006
F -0.074 -0.016 -0.961 0.001
F -0.665 -0.806 0.845 0.000
S 1.959 -1.102 0.473 0.444
O 2.900 -1.073 -0.673 -0.402
O 2.103 0.090 1.325 -0.013
O 2.096 -2.389 1.231 -0.096
C 1.799 -0.843 4.271 0.002
N 1.588 0.041 5.461 0.000
O 2.615 0.243 6.158 0.000
O 0.464 0.406 5.707 0.000
H 2.567 -0.304 3.717 -0.004
H 0.794 -0.988 3.874 -0.001
H 2.307 -1.746 4.608 0.000
O 5.134 -2.722 0.169 -0.478
P 5.952 -2.946 1.393 0.131
N 5.483 -4.342 2.267 -0.016
C 6.321 -5.087 3.161 0.001
C 4.029 -4.678 2.367 -0.008
N 5.820 -1.608 2.449 -0.018
C 6.549 -1.476 3.746 0.002
C 5.292 -0.328 1.991 0.023
N 7.614 -3.212 1.110 -0.047
C 8.515 -2.110 0.755 0.007
C 8.194 -4.437 0.620 -0.001
H 7.196 -4.512 3.462 0.000
H 6.492 -6.070 2.722 0.000
H 5.855 -5.294 4.124 0.000
H 3.674 -4.054 3.187 -0.002
H 3.850 -5.735 2.568 0.001
H 3.542 -4.523 1.404 0.006
H 5.968 -0.786 4.358 0.000
H 6.798 -2.427 4.215 0.000
H 7.527 -1.045 3.532 -0.001
H 4.976 -0.265 0.950 0.070
H 4.300 -0.207 2.428 -0.017
H 5.898 0.548 2.220 0.013
H 8.126 -1.213 1.238 0.013
H 9.552 -2.320 1.020 -0.002
H 8.632 -1.861 -0.300 0.027
H 8.957 -4.853 1.279 0.001
H 8.684 -4.328 -0.347 0.005
H 7.439 -5.186 0.384 0.009
O -2.113 3.543 -6.580 0.000
P -2.653 2.168 -6.350 0.000
N -2.092 0.909 -7.336 0.000
C -2.578 -0.441 -7.329 0.000
C -1.030 1.256 -8.313 0.000
N -4.363 1.987 -6.485 0.000
C -5.166 0.809 -6.151 0.000
C -4.997 2.931 -7.383 0.000
N -2.277 1.657 -4.682 0.001
C -3.049 2.358 -3.645 0.000
C -0.831 1.566 -4.355 -0.004
H -3.605 -0.412 -7.693 0.000
H -2.371 -0.859 -6.344 0.000
H -2.031 -0.968 -8.110 0.000
H -1.357 0.939 -9.303 0.000
H -0.183 0.610 -8.081 0.001
H -0.686 2.291 -8.317 0.000
H -5.520 0.391 -7.094 0.000
H -4.527 0.142 -5.573 0.000
H -5.994 1.200 -5.561 0.000
H -4.877 2.668 -8.434 0.000
H -6.057 2.911 -7.129 0.000
H -4.677 3.952 -7.172 0.000
H -4.130 2.245 -3.723 0.000
H -2.712 2.044 -2.657 0.000
H -2.788 3.416 -3.602 0.000
H -0.609 0.828 -3.585 -0.001
H -0.517 2.585 -4.126 -0.001
H -0.131 1.245 -5.126 0.001
O 2.816 -3.300 -2.506 -0.560
P 1.715 -4.134 -2.990 0.240
N 0.766 -4.846 -1.754 -0.022
C 1.377 -5.369 -0.518 -0.017
C -0.655 -5.172 -1.881 0.000
N 2.339 -5.534 -3.798 -0.022
C 3.191 -5.380 -4.985 0.013
C 1.779 -6.876 -3.625 0.002
N 0.625 -3.348 -4.099 -0.049
C -0.328 -4.056 -4.940 0.001
C 0.500 -1.874 -3.923 0.067
H 0.771 -6.157 -0.072 0.000
H 1.529 -4.574 0.213 0.012
H 2.445 -5.537 -0.652 0.012
H -0.686 -6.071 -2.496 0.000
H -1.218 -4.327 -2.278 0.000
H -1.143 -5.396 -0.933 0.000
H 2.628 -5.651 -5.878 0.000
H 3.479 -4.333 -5.077 0.020
H 4.046 -6.056 -4.984 0.001
H 2.505 -7.525 -4.115 0.002
H 1.705 -7.145 -2.571 0.000
H 0.777 -6.895 -4.054 -0.001
H -1.247 -4.285 -4.401 0.000
H -0.560 -3.483 -5.838 0.001
H -0.058 -5.031 -5.345 0.001
H 1.351 -1.431 -4.440 0.015
H 0.490 -1.521 -2.892 -0.024
H -0.470 -1.566 -4.315 0.004
O 4.229 3.988 -3.181 -0.004
P 3.215 4.539 -2.248 0.000
N 3.909 5.342 -0.938 -0.001
C 5.371 5.238 -0.604 0.000
C 3.161 5.857 0.227 0.000
N 2.131 3.447 -1.581 0.009
C 2.486 2.005 -1.432 0.066
C 0.867 3.788 -0.929 -0.001
N 2.221 5.709 -2.943 0.000
C 2.786 7.020 -3.247 0.000
C 1.117 5.320 -3.771 0.000
H 5.988 4.671 -1.301 0.000
H 5.418 4.769 0.378 0.000
H 5.869 6.207 -0.633 0.001
H 3.848 6.227 0.987 0.000
H 2.732 5.024 0.785 0.000
H 2.466 6.664 -0.007 0.000
H 1.575 1.426 -1.588 -0.003
H 3.290 1.644 -2.073 0.035
H 2.867 1.745 -0.445 0.014
H 0.801 4.740 -0.404 0.000
H 0.021 3.693 -1.608 0.000
H 0.635 3.077 -0.135 0.001
H 2.001 7.776 -3.247 0.000
H 3.551 7.305 -2.525 0.000
H 3.229 7.085 -4.241 0.000
H 1.255 4.340 -4.229 0.000
H 1.086 5.969 -4.646 0.000
H 0.165 5.444 -3.255 0.000
O -5.871 -1.614 5.758 0.000
P -4.397 -1.280 5.776 0.000
N -4.034 0.229 6.616 0.000
C -3.930 1.516 5.877 0.000
C -4.149 0.449 8.085 0.000
N -3.658 -1.082 4.155 0.000
C -4.306 -1.698 2.957 0.000
C -2.215 -0.901 4.079 0.001
N -3.434 -2.484 6.540 0.000
C -3.672 -3.896 6.271 0.000
C -2.117 -2.213 7.193 0.000
H -4.881 2.028 5.732 0.000
H -3.539 1.398 4.866 0.000
H -3.151 2.112 6.352 0.000
H -4.288 -0.489 8.621 0.000
H -4.973 1.144 8.250 0.000
H -3.235 0.846 8.527 0.000
H -4.174 -2.780 2.935 0.000
H -5.362 -1.442 3.039 0.000
H -3.967 -1.332 1.988 0.000
H -2.021 -0.626 3.042 0.000
H -1.777 -0.030 4.565 0.000
H -1.604 -1.762 4.350 0.000
H -3.089 -4.522 6.947 0.000
H -4.716 -4.156 6.449 0.000
H -3.282 -4.140 5.282 0.000
H -1.267 -2.216 6.511 0.000
H -1.942 -2.957 7.971 0.000
H -2.134 -1.209 7.617 0.000
O -2.539 3.597 3.844 0.000
P -3.380 3.975 2.660 0.000
N -3.774 5.621 2.424 0.000
C -4.765 6.000 1.362 0.000
C -3.455 6.670 3.360 0.000
N -4.876 3.255 2.520 0.000
C -5.990 3.777 3.371 0.000
C -5.032 1.902 2.174 0.000
N -2.563 3.539 1.197 0.000
C -1.634 2.410 1.269 0.001
C -3.022 3.940 -0.148 -0.001
H -5.130 5.206 0.710 0.000
H -4.340 6.657 0.602 0.000
H -5.520 6.624 1.838 0.000
H -3.255 7.658 2.944 0.000
H -2.647 6.419 4.046 0.000
H -4.395 6.754 3.906 0.000
H -6.880 3.156 3.266 0.000
H -5.737 3.817 4.431 0.000
H -6.247 4.781 3.034 0.000
H -5.870 1.728 1.499 0.000
H -4.160 1.492 1.664 0.000
H -5.032 1.355 3.116 0.000
H -1.670 1.965 0.275 0.000
H -0.648 2.741 1.596 0.000
H -2.026 1.669 1.966 0.000
H -3.105 5.015 -0.310 0.000
H -4.018 3.506 -0.240 0.000
H -2.551 3.422 -0.984 0.000
C -4.105 -1.663 -1.037 0.000
Br -5.540 -2.810 -0.372 0.000
Br -5.015 0.036 -1.318 0.000
Br -3.170 -2.398 -2.757 0.000
H -3.356 -1.506 -0.260 0.000
C 0.235 -4.644 2.822 0.001
Br 0.478 -4.130 4.704 0.000
Br -1.495 -4.058 1.997 0.000
Br 0.317 -6.626 2.674 0.000
H 1.059 -4.174 2.286 0.000


[2]
175
Properties=species:S:1:pos:R:3:mulliken_charge:R:1 method="wB97M-V/def2-TZVPD" relative_energy_kcal_mol=0.0 fmax_ev_per_a=2.33 energy_ev=-81857.522 lumo_ev=0.1 gap_ev=9.350 e_homo_ev=-9.29
O 0.872 -7.702 23.876 -0.635
H 0.531 -8.335 23.244 0.309
H 0.405 -6.890 23.678 0.317
C 1.257 -2.122 23.912 -1.426
C 1.066 -2.413 22.425 0.787
C 2.352 -2.738 21.702 -0.951
O 3.434 -1.747 21.795 -0.253
C 4.429 -2.104 20.859 -0.788
N 0.176 -3.546 22.281 -0.620
H 1.620 -1.111 24.096 0.320
H 1.996 -2.807 24.330 0.278
H 0.299 -2.159 24.430 0.409
H 0.566 -1.535 22.015 0.157
H 2.115 -2.966 20.663 0.361
H 2.673 -3.734 22.008 0.433
H 4.056 -2.183 19.838 0.336
H 4.794 -3.098 21.118 0.297
H 5.210 -1.344 20.862 0.255
H -0.689 -3.377 22.775 0.219
H -0.079 -3.761 21.328 0.193
C 0.228 4.019 26.441 -1.391
C 0.884 3.656 27.806 0.579
C 0.106 2.664 28.697 -0.651
O -1.138 3.247 29.167 -0.325
C -2.040 2.295 29.727 -0.707
N 2.227 3.123 27.555 -0.759
H -0.579 4.734 26.604 0.344
H -0.043 3.163 25.822 0.300
H 0.791 4.649 25.753 0.412
H 1.144 4.540 28.388 0.252
H 0.741 2.354 29.527 0.310
H -0.158 1.792 28.099 0.317
H -1.531 1.861 30.588 0.296
H -2.407 1.554 29.017 0.287
H -2.926 2.845 30.043 0.248
H 2.719 3.028 28.432 0.244
H 2.814 3.778 27.057 0.245
C 10.110 -6.035 14.308 -1.352
C 8.782 -5.351 14.753 0.285
C 8.926 -3.861 14.584 -0.648
O 9.970 -3.198 15.233 -0.339
C 10.103 -1.843 14.773 -0.800
N 7.727 -5.958 13.914 -0.737
H 10.918 -5.871 15.022 0.324
H 10.421 -5.647 13.338 0.313
H 10.026 -7.101 14.098 0.408
H 8.674 -5.575 15.815 0.378
H 7.994 -3.362 14.848 0.367
H 8.994 -3.618 13.524 0.330
H 10.684 -1.155 15.388 0.281
H 9.143 -1.335 14.686 0.313
H 10.505 -1.795 13.761 0.330
H 8.052 -5.574 13.039 0.304
H 6.801 -5.568 14.014 0.243
C -5.300 1.655 24.681 -1.456
C -6.092 0.700 23.789 0.602
C -6.389 -0.767 24.395 -0.866
O -5.174 -1.458 24.551 -0.264
C -5.328 -2.462 25.485 -0.792
N -7.355 1.228 23.384 -0.753
H -4.362 1.239 25.049 0.357
H -5.826 1.761 25.630 0.313
H -5.239 2.677 24.309 0.346
H -5.479 0.510 22.909 0.242
H -7.072 -1.342 23.769 0.407
H -7.029 -0.647 25.269 0.417
H -5.574 -2.112 26.488 0.327
H -4.430 -3.072 25.584 0.236
H -6.195 -3.051 25.186 0.318
H -7.832 0.513 22.853 0.289
H -8.012 1.269 24.150 0.278
C 4.080 3.659 19.597 -1.265
C 3.066 3.705 20.791 0.410
C 1.731 3.032 20.374 -0.662
O 0.915 3.815 19.512 -0.372
C 0.300 4.975 20.128 -0.716
N 3.728 2.991 21.889 -0.741
H 5.053 4.084 19.848 0.323
H 3.719 4.247 18.754 0.316
H 4.103 2.609 19.307 0.315
H 2.853 4.758 20.972 0.311
H 1.224 2.623 21.248 0.410
H 1.930 2.102 19.841 0.330
H -0.301 4.595 20.954 0.318
H -0.324 5.433 19.360 0.255
H 0.917 5.800 20.484 0.274
H 2.989 2.831 22.559 0.273
H 3.745 2.030 21.579 0.224
C 0.473 -3.250 30.802 -1.410
C 1.052 -3.997 31.995 0.661
C 0.680 -3.418 33.338 -0.866
O 1.618 -3.817 34.359 -0.341
C 1.455 -2.989 35.536 -0.690
N 0.700 -5.397 31.889 -0.855
H -0.509 -2.866 31.078 0.300
H 0.397 -3.756 29.839 0.392
H 1.060 -2.357 30.586 0.340
H 2.141 -4.015 31.949 0.322
H -0.287 -3.776 33.690 0.391
H 0.610 -2.337 33.214 0.374
H 0.389 -2.993 35.764 0.298
H 1.809 -1.973 35.362 0.270
H 2.024 -3.414 36.362 0.258
H 1.157 -5.691 31.038 0.268
H 1.341 -5.789 32.564 0.288
C -0.363 -5.945 11.469 -1.519
C 0.606 -4.789 11.883 0.455
C 1.345 -5.227 13.205 -0.673
O 2.321 -4.318 13.638 -0.331
C 1.754 -3.206 14.224 -0.716
N 1.555 -4.440 10.788 -0.682
H 0.012 -6.969 11.497 0.345
H -0.646 -5.853 10.421 0.422
H -1.255 -5.840 12.086 0.384
H -0.001 -3.915 12.118 0.224
H 1.847 -6.186 13.072 0.335
H 0.602 -5.448 13.971 0.357
H 2.590 -2.540 14.438 0.251
H 1.307 -3.525 15.165 0.312
H 1.064 -2.646 13.592 0.293
H 1.950 -5.250 10.330 0.258
H 2.340 -4.044 11.286 0.282
C 6.905 -1.544 28.648 -1.277
C 7.988 -0.851 27.897 0.440
C 8.112 -1.488 26.450 -0.713
O 8.258 -2.881 26.615 -0.264
C 8.338 -3.542 25.356 -0.718
N 7.865 0.587 27.947 -0.725
H 6.530 -0.934 29.469 0.388
H 7.297 -2.447 29.116 0.303
H 6.081 -1.980 28.082 0.267
H 8.962 -1.128 28.300 0.187
H 8.946 -1.049 25.902 0.422
H 7.153 -1.246 25.991 0.350
H 7.371 -3.615 24.859 0.253
H 8.716 -4.553 25.505 0.252
H 9.109 -3.024 24.785 0.327
H 7.532 0.928 28.838 0.259
H 7.125 0.888 27.329 0.248
C 10.955 0.933 20.739 -1.010
C 10.557 2.119 21.606 -0.157
O 11.753 2.395 22.416 -0.529
H 10.145 0.788 20.024 0.321
H 11.172 0.043 21.330 0.280
H 11.820 1.144 20.111 0.282
H 9.706 1.968 22.271 0.288
H 10.298 2.993 21.009 0.230
H 11.472 2.807 23.236 0.294
C -2.245 -1.402 17.894 -1.077
C -2.724 -2.696 17.251 -0.095
O -2.298 -3.827 18.000 -0.531
H -2.421 -0.528 17.266 0.354
H -1.177 -1.322 18.097 0.278
H -2.693 -1.208 18.869 0.278
H -2.344 -2.873 16.245 0.250
H -3.811 -2.634 17.213 0.251
H -2.641 -4.635 17.611 0.293
C 6.042 -8.182 20.187 -0.839
C 5.704 -8.686 21.631 -0.345
O 6.904 -9.152 22.270 -0.518
H 6.727 -7.337 20.251 0.239
H 5.114 -7.933 19.672 0.308
H 6.456 -9.040 19.658 0.290
H 5.067 -9.570 21.664 0.296
H 5.265 -7.929 22.280 0.262
H 6.997 -10.026 21.884 0.306
C 5.748 -7.392 29.019 -1.057
C 4.979 -7.191 27.714 -0.082
O 3.628 -7.556 27.941 -0.524
H 5.728 -8.427 29.361 0.316
H 5.368 -6.787 29.842 0.261
H 6.772 -7.100 28.784 0.325
H 5.436 -7.803 26.936 0.259
H 4.968 -6.139 27.426 0.217
H 3.241 -7.731 27.080 0.284